# C32H66As3CaN7O4

A structure of composition C32H66As3CaN7O4 (wB97M-V/def2-TZVPD, OMol25).

## Properties
**Lowest unoccupied orbital energy**: -0.1697 Ha
**Frontier orbital gap**: 0.279 Eh
**Total charge**: +2
**ΔE to the lowest compared entry with this formula, charge and spin**: 0.00 kcal per mole
**HOMO energy**: -12.21 eV

```
113
Properties=species:S:1:pos:R:3:lowdin_charge:R:1
Ca -0.155 -0.327 -0.601 1.1687
C -2.597 -0.143 -3.341 -0.0789
O -1.922 -0.972 -2.397 -0.3056
C -2.195 -2.351 -2.639 -0.1732
C -1.659 -3.156 -1.476 -0.1552
O -0.330 -2.763 -1.140 -0.2545
C 0.723 -3.357 -1.901 -0.1568
C 1.191 -2.429 -2.995 -0.1669
O 1.535 -1.190 -2.376 -0.3034
C 2.121 -0.277 -3.303 -0.0721
H -3.668 -0.361 -3.342 0.1037
H -2.200 -0.297 -4.348 0.1067
H -2.439 0.889 -3.044 0.0424
H -1.745 -2.650 -3.592 0.1304
H -3.276 -2.511 -2.717 0.1426
H -1.696 -4.224 -1.703 0.1428
H -2.253 -2.971 -0.584 0.1190
H 0.400 -4.311 -2.325 0.1450
H 1.533 -3.543 -1.192 0.1097
H 0.418 -2.250 -3.749 0.1269
H 2.066 -2.856 -3.495 0.1449
H 3.027 -0.703 -3.739 0.1077
H 2.369 0.625 -2.750 0.0635
H 1.418 -0.040 -4.105 0.0905
N 0.317 -1.346 1.613 -0.0011
C -0.806 -1.727 2.426 -0.2584
C -0.649 -2.342 3.637 -0.0185
C -1.758 -2.693 4.436 -0.0465
C -3.023 -2.410 4.014 -0.0115
C -3.228 -1.770 2.769 -0.1460
C -4.515 -1.423 2.302 0.0156
C -4.649 -0.788 1.102 -0.0275
C -3.489 -0.521 0.353 -0.1392
N -2.273 -0.830 0.742 0.0066
C -2.118 -1.438 1.958 -0.1955
H 0.974 -2.146 1.525 0.0396
H 0.839 -0.622 2.101 0.0867
H 0.355 -2.560 3.985 0.1243
H -1.595 -3.177 5.389 0.1165
H -3.882 -2.660 4.623 0.1247
H -5.380 -1.661 2.908 0.1310
H -5.616 -0.498 0.716 0.1161
H -3.575 -0.037 -0.614 0.1084
C 1.549 3.326 -2.121 -0.2985
As -0.195 2.447 -2.239 1.1008
C -0.427 2.602 -4.178 -0.2943
C -1.515 3.862 -1.829 -0.3380
C -1.574 4.600 -0.483 -0.6595
C -2.700 5.639 -0.595 -0.0569
C -1.982 3.675 0.680 -0.3499
As -0.837 2.192 1.289 1.1045
C 0.597 3.093 2.271 -0.3050
C -1.933 1.760 2.850 -0.2893
C -0.244 5.285 -0.143 -0.3903
As 0.611 6.796 -1.134 1.1391
C -0.130 6.781 -2.957 -0.3389
C -0.452 8.294 -0.457 -0.3359
H 1.484 4.390 -2.338 -0.0090
H 2.201 2.866 -2.864 0.0266
H 1.986 3.179 -1.135 0.0081
H -1.487 2.550 -4.424 0.0276
H 0.095 1.806 -4.707 0.0135
H -0.043 3.564 -4.517 0.0318
H -2.481 3.372 -2.005 0.0782
H -1.394 4.595 -2.626 0.0503
H -3.665 5.150 -0.744 0.0927
H -2.535 6.316 -1.431 0.0613
H -2.762 6.236 0.317 0.0957
H -2.934 3.191 0.435 0.0788
H -2.169 4.292 1.564 0.0861
H 0.213 3.948 2.826 0.0390
H 1.378 3.436 1.595 -0.0024
H 1.021 2.378 2.978 0.0270
H -2.084 2.652 3.458 0.0407
H -1.443 0.996 3.454 0.0259
H -2.902 1.380 2.527 0.0194
H 0.540 4.530 -0.093 -0.0001
H -0.319 5.700 0.868 0.0712
H 0.243 5.935 -3.534 -0.0051
H 0.247 7.688 -3.429 0.0267
H -1.217 6.803 -2.998 0.0144
H -0.346 8.350 0.626 0.0227
H -1.506 8.226 -0.716 0.0138
H -0.040 9.209 -0.881 0.0232
N 3.843 1.361 0.878 0.2055
C 3.149 0.448 0.175 -0.6282
N 3.825 -0.612 -0.328 0.2015
O 1.924 0.563 0.002 -0.1819
H 4.826 1.276 1.065 0.1202
H 3.335 2.119 1.300 0.1013
H 4.830 -0.644 -0.344 0.1196
H 3.309 -1.208 -0.955 0.0912
C 4.780 -4.357 2.225 -0.0693
N 3.649 -5.253 2.109 -0.1711
C 4.012 -6.628 1.778 -0.0459
C 2.432 -4.735 1.727 -0.4408
N 2.262 -3.536 1.248 0.1153
N 1.360 -5.570 1.899 -0.1589
C 0.079 -5.204 1.332 -0.0457
C 1.262 -6.453 3.055 -0.0446
H 5.556 -4.851 2.807 0.0959
H 4.492 -3.446 2.748 0.0899
H 5.212 -4.095 1.249 0.0902
H 4.741 -6.636 0.962 0.0949
H 3.139 -7.186 1.458 0.0837
H 4.456 -7.128 2.640 0.0972
H 3.164 -3.117 1.047 0.0219
H -0.507 -4.575 2.012 0.0798
H -0.488 -6.114 1.132 0.0991
H 0.229 -4.656 0.408 0.0560
H 2.197 -6.468 3.606 0.0861
H 1.013 -7.470 2.749 0.0966
H 0.474 -6.095 3.725 0.0911
```

=====

# C15H45F4K2N2O28P5S4

A structure of composition C15H45F4K2N2O28P5S4 in a non-equilibrium geometry (wB97M-V/def2-TZVPD, OMol25).

## Properties
**Lowest unoccupied orbital energy (alpha / beta)**: 0.0337 / 0.0337 Ha
**Frontier orbital gap (alpha / beta)**: 0.136 / 0.264 Eh
**<S²>**: 0.75
**Spin multiplicity**: 2
**Total charge**: -1
**HOMO energy (alpha / beta)**: -2.79 / -6.28 eV

```
105
Properties=species:S:1:pos:R:3:mulliken_spin:R:1
K -1.120 -2.073 1.808 0.7283
K -4.044 -2.466 -0.100 0.6064
N -1.882 -0.713 -0.420 -0.3393
S -1.015 -0.556 -1.862 0.0063
O 0.331 -0.013 -1.685 0.0959
O -1.689 -0.288 -3.147 0.0048
F -0.694 -2.127 -2.040 -0.0074
S -2.433 0.661 -0.596 -0.2058
O -3.773 0.669 -1.082 -0.0040
O -1.647 1.882 -0.686 0.0253
F -2.802 0.822 1.030 -0.0394
N -6.499 1.725 -4.096 -0.0002
S -4.926 2.061 -4.751 -0.0005
O -4.639 3.346 -5.331 0.0001
O -4.083 0.967 -5.226 0.0000
F -4.337 2.309 -3.272 -0.0004
S -6.879 1.074 -5.448 0.0004
O -6.615 -0.342 -5.679 -0.0001
O -6.945 1.961 -6.581 0.0001
F -8.444 0.922 -5.008 0.0000
C 1.332 2.593 1.168 -0.0058
O 1.630 3.680 2.028 0.0000
P 0.478 4.166 3.057 0.0014
O 0.818 5.350 3.916 0.0001
O -0.853 4.359 2.212 0.0027
C -0.873 5.029 0.950 0.0002
O 0.151 2.765 3.830 -0.0018
C -1.128 2.314 4.199 -0.0078
H 0.292 2.270 1.216 0.0092
H 2.084 1.805 1.209 -0.0027
H 1.380 3.054 0.181 -0.0006
H -1.422 5.955 1.124 -0.0001
H -1.125 4.300 0.181 -0.0006
H 0.129 5.325 0.638 0.0001
H -1.756 3.173 4.435 0.0019
H -1.090 1.792 5.156 -0.0002
H -1.686 1.741 3.459 0.0251
C 3.239 -0.881 -0.463 -0.0069
O 3.674 -1.762 0.621 0.0029
P 2.616 -2.224 1.837 0.0278
O 1.484 -2.990 1.317 0.0513
O 3.535 -3.019 2.840 0.0027
C 3.145 -3.628 4.067 -0.0064
O 2.168 -0.927 2.645 0.0041
C 2.885 -0.364 3.728 -0.0087
H 3.116 -1.435 -1.394 0.0044
H 3.905 -0.039 -0.648 0.0005
H 2.323 -0.379 -0.153 0.0023
H 2.250 -4.193 3.805 0.0067
H 2.963 -2.844 4.802 0.0006
H 3.904 -4.297 4.473 0.0001
H 2.419 -0.581 4.689 0.0006
H 3.018 0.703 3.547 0.0008
H 3.901 -0.753 3.792 0.0000
C -3.952 4.646 7.518 0.0001
O -3.999 3.302 7.100 0.0001
P -5.057 2.808 5.978 0.0008
O -5.551 3.809 5.024 0.0002
O -4.216 1.625 5.320 0.0025
C -4.646 1.070 4.132 0.0034
O -6.173 2.058 6.863 -0.0006
C -6.641 2.450 8.164 -0.0001
H -4.706 5.310 7.095 -0.0001
H -2.945 4.979 7.267 0.0000
H -3.987 4.552 8.603 0.0000
H -5.650 1.266 3.755 0.0044
H -4.657 -0.017 4.216 0.0154
H -3.976 1.396 3.336 -0.0053
H -7.674 2.257 8.454 0.0000
H -6.560 3.537 8.150 0.0000
H -5.971 2.015 8.905 0.0000
C 3.416 1.802 -2.748 0.0002
O 3.091 0.586 -3.313 0.0046
P 2.710 0.457 -4.884 0.0027
O 1.414 1.001 -5.313 -0.0001
O 4.025 1.176 -5.579 0.0001
C 4.058 1.344 -7.003 0.0000
O 2.869 -1.188 -5.137 0.0005
C 1.849 -2.075 -4.623 -0.0017
H 2.522 2.375 -2.501 -0.0001
H 4.103 2.367 -3.378 0.0000
H 4.108 1.701 -1.912 0.0001
H 3.233 0.879 -7.543 0.0000
H 4.967 0.819 -7.295 0.0000
H 4.138 2.387 -7.309 0.0000
H 1.310 -1.566 -3.824 0.0020
H 2.304 -3.024 -4.340 -0.0003
H 1.151 -2.155 -5.457 -0.0003
C 1.732 -4.978 -1.619 -0.0099
O 2.659 -5.002 -2.665 0.0053
P 3.805 -6.160 -2.814 0.0002
O 3.504 -7.489 -2.171 -0.0001
O 5.138 -5.365 -2.148 0.0001
C 5.397 -4.034 -2.543 0.0000
O 4.140 -6.164 -4.402 0.0000
C 3.435 -7.044 -5.260 0.0000
H 1.959 -4.144 -0.955 0.0053
H 1.690 -5.818 -0.925 0.0000
H 0.715 -4.754 -1.941 -0.0040
H 6.200 -4.198 -3.262 0.0000
H 5.619 -3.371 -1.706 0.0000
H 4.640 -3.512 -3.128 0.0000
H 4.139 -7.379 -6.021 0.0000
H 2.580 -6.537 -5.707 0.0000
H 2.972 -7.887 -4.747 0.0000
```

=====

# C53H43Co2O5P2

A structure of composition C53H43Co2O5P2 in a non-equilibrium geometry (wB97M-V/def2-TZVPD, OMol25).

## Properties
**Lowest unoccupied orbital energy**: 0.0795 Ha
**Frontier orbital gap**: 0.178 Eh
**Total charge**: -1
**HOMO energy**: -2.68 eV

```
105
Properties=species:S:1:pos:R:3:lowdin_charge:R:1
C 4.848 2.508 5.448 -0.0668
C 3.698 1.965 4.658 -0.2921
C 3.938 1.242 3.483 -0.0466
C 2.879 0.717 2.747 -0.0931
C 1.553 0.876 3.207 -0.3875
P 0.245 -0.053 2.309 1.0992
C 0.399 -1.659 3.192 -0.3858
C -0.462 -2.700 2.777 -0.0941
C -0.527 -3.884 3.507 -0.0472
C 0.279 -4.066 4.639 -0.2927
C 0.177 -5.331 5.431 -0.0668
C 1.174 -3.063 5.011 -0.0467
C 1.250 -1.874 4.288 -0.0723
C -1.219 0.612 3.205 -0.3896
C -1.728 1.854 2.767 -0.0978
C -2.723 2.497 3.500 -0.0465
C -3.242 1.911 4.660 -0.2919
C -4.289 2.629 5.453 -0.0665
C -2.780 0.658 5.061 -0.0461
C -1.786 0.003 4.337 -0.0733
C 1.316 1.652 4.354 -0.0727
C 2.385 2.177 5.077 -0.0468
H 4.488 3.078 6.304 0.0690
H 5.501 1.714 5.824 0.0801
H 5.469 3.168 4.836 0.0805
H 4.966 1.084 3.150 0.1143
H 3.061 0.164 1.823 0.1043
H -1.089 -2.557 1.895 0.1092
H -1.216 -4.675 3.206 0.1143
H 0.898 -5.328 6.248 0.0691
H -0.819 -5.469 5.863 0.0800
H 0.376 -6.206 4.804 0.0806
H 1.812 -3.213 5.883 0.1074
H 1.956 -1.109 4.599 0.0973
H -1.319 2.315 1.866 0.1084
H -3.095 3.472 3.178 0.1142
H -4.604 2.026 6.305 0.0692
H -3.929 3.590 5.836 0.0801
H -5.170 2.841 4.841 0.0808
H -3.198 0.194 5.955 0.1076
H -1.441 -0.972 4.672 0.0984
H 0.301 1.830 4.702 0.0981
H 2.198 2.753 5.984 0.1074
O -1.888 -2.717 -5.730 0.1039
C -0.840 -2.510 -5.291 -0.1268
Co 0.651 -1.959 -4.539 0.0353
C 0.325 -2.195 -2.835 -0.1566
O 0.157 -2.483 -1.726 0.1035
C 1.642 -3.421 -4.706 -0.1521
O 2.225 -4.415 -4.785 0.0967
C 1.428 -0.674 -5.566 -0.3065
C 0.475 -0.107 -4.676 -0.3375
C -0.800 0.426 -4.578 -0.1048
C -1.644 0.361 -3.401 -0.2426
C -3.052 0.220 -3.568 -0.0575
C -3.900 0.038 -2.481 -0.1174
C -3.377 0.029 -1.177 -0.1241
C -2.001 0.191 -0.986 -0.1030
C -1.147 0.357 -2.079 -0.0561
Co 2.397 0.128 -4.229 -0.0440
C 2.442 0.454 -2.496 -0.1863
O 2.546 0.719 -1.365 0.0591
C 2.948 1.583 -5.013 -0.1839
O 3.346 2.546 -5.526 0.0773
P 4.267 -1.094 -4.523 1.0875
C 4.581 -2.428 -3.298 -0.3215
C 5.740 -3.228 -3.299 -0.0952
C 5.902 -4.226 -2.327 -0.0896
C 4.930 -4.407 -1.338 -0.0928
C 3.799 -3.589 -1.301 -0.0639
C 3.640 -2.603 -2.276 -0.1051
C 4.345 -1.861 -6.180 -0.3339
C 4.582 -3.226 -6.403 -0.0882
C 4.459 -3.759 -7.691 -0.0825
C 4.161 -2.924 -8.771 -0.0977
C 3.977 -1.552 -8.572 -0.0811
C 4.078 -1.024 -7.281 -0.1200
C 5.768 -0.044 -4.452 -0.3204
C 6.640 0.142 -5.539 -0.0800
C 7.662 1.096 -5.467 -0.0914
C 7.842 1.845 -4.300 -0.1040
C 7.004 1.641 -3.198 -0.0848
C 5.982 0.687 -3.268 -0.0859
H 1.575 -0.606 -6.634 0.0629
H -1.320 0.673 -5.510 0.1036
H -3.450 0.244 -4.588 0.1030
H -4.977 -0.090 -2.645 0.0912
H -4.051 -0.106 -0.330 0.0843
H -1.600 0.188 0.032 0.0497
H -0.085 0.556 -1.916 0.0879
H 6.512 -3.075 -4.054 0.1077
H 6.789 -4.863 -2.341 0.0967
H 5.049 -5.182 -0.581 0.0968
H 3.033 -3.697 -0.528 0.1094
H 2.770 -1.937 -2.235 0.0498
H 4.890 -3.864 -5.580 0.0869
H 4.594 -4.832 -7.848 0.1019
H 4.070 -3.336 -9.778 0.0953
H 3.759 -0.877 -9.406 0.1033
H 3.949 0.053 -7.123 0.1048
H 6.527 -0.457 -6.441 0.0955
H 8.316 1.258 -6.326 0.0982
H 8.633 2.595 -4.243 0.0948
H 7.133 2.220 -2.279 0.1014
H 5.337 0.514 -2.402 0.1015
```

=====

# CH6O2

A cluster of 2 separate species, CH6O2 in total in a non-equilibrium geometry (wB97M-V/def2-TZVPD, OMol25).

## Properties
**SMILES**: CO.O
**Lowest unoccupied orbital energy**: 0.0212 Ha
**Frontier orbital gap**: 0.384 Eh
**ΔE to the lowest compared entry with this formula, charge and spin**: 4.96 kcal per mole
**HOMO energy**: -9.87 eV

```
9
Properties=species:S:1:pos:R:3:nbo_charge:R:1
C 0.393 -0.134 1.494 -0.2488
H 0.037 -0.748 -0.396 0.4836
H 0.871 -0.646 2.315 0.1826
H 0.933 0.776 1.231 0.1668
H -0.680 0.123 1.726 0.1632
H 0.134 0.773 -2.545 0.4829
H -1.407 0.307 -2.372 0.4868
O 0.316 -1.156 0.457 -0.7544
O -0.597 0.703 -1.909 -0.9627
```